[1]
{"formula": "C20H45F3MgNO8S4", "method": "ωB97M-V/def2-TZVPD", "charge": 1, "species": ["Mg", "C", "O", "O", "C", "F", "F", "F", "C", "C", "H", "H", "H", "H", "H", "H", "C", "C", "N", "H", "H", "H", "C", "S", "O", "C", "H", "H", "H", "H", "H", "H", "C", "S", "O", "C", "H", "H", "H", "H", "H", "H", "C", "S", "O", "C", "H", "H", "H", "H", "H", "H", "C", "S", "O", "C", "H", "H", "H", "H", "H", "H", "C", "C", "O", "C", "H", "H", "H", "H", "H", "H", "C", "C", "O", "C", "H", "H", "H", "H", "H", "H"], "xyz": [[-4.73, 1.01, 0.15], [0.12, 0.15, 0.19], [0.45, 1.43, -0.41], [-1.33, 0.13, 0.05], [0.93, -1.13, -0.47], [0.93, -1.11, -1.82], [2.11, -1.39, 0.06], [0.31, -2.28, -0.24], [1.85, 1.80, -0.42], [2.07, 3.03, -1.30], [3.11, 3.07, -1.60], [1.53, 2.79, -2.22], [1.58, 3.97, -1.04], [2.58, 1.05, -0.71], [2.18, 2.06, 0.59], [0.54, 0.21, 1.20], [7.08, -2.78, 1.12], [7.83, -3.56, 0.13], [8.33, -4.25, -0.67], [6.15, -3.27, 1.41], [6.70, -1.87, 0.67], [7.73, -2.52, 1.96], [-1.74, 5.54, 1.53], [-3.52, 5.44, 1.11], [-3.68, 3.94, 0.72], [-3.48, 6.33, -0.52], [-1.46, 4.84, 2.31], [-1.40, 6.54, 1.79], [-1.19, 5.22, 0.64], [-2.78, 5.82, -1.19], [-3.29, 7.39, -0.36], [-4.47, 6.33, -0.98], [-2.52, 1.58, -4.60], [-4.32, 1.87, -4.40], [-4.60, 1.76, -2.93], [-4.50, 3.65, -4.90], [-2.01, 0.93, -3.89], [-1.93, 2.49, -4.53], [-2.43, 1.04, -5.55], [-5.51, 4.07, -4.88], [-4.00, 3.86, -5.84], [-4.04, 4.19, -4.07], [-0.52, -9.24, -3.40], [-1.03, -7.41, -3.21], [-2.20, -7.31, -4.22], [-1.74, -7.59, -1.53], [-0.10, -9.44, -4.38], [-1.33, -9.93, -3.21], [0.33, -9.41, -2.74], [-1.13, -8.19, -0.84], [-2.59, -8.26, -1.61], [-2.02, -6.71, -0.95], [0.39, -1.44, 5.76], [0.72, -2.03, 7.49], [1.83, -1.12, 7.98], [-0.89, -1.57, 8.28], [1.29, -1.52, 5.16], [0.04, -0.41, 5.78], [-0.50, -1.96, 5.41], [-1.74, -2.18, 7.94], [-1.12, -0.53, 8.06], [-0.73, -1.66, 9.35], [-6.36, -4.23, -1.12], [-6.93, -2.81, -1.03], [-6.25, -1.83, -0.60], [-8.20, -2.46, -1.70], [-5.85, -4.55, -0.21], [-5.56, -3.95, -1.81], [-7.11, -4.92, -1.50], [-8.56, -3.42, -2.07], [-8.15, -1.77, -2.54], [-8.96, -2.13, -1.00], [8.87, 5.55, 2.42], [9.35, 5.52, 1.00], [9.92, 6.44, 0.55], [8.89, 4.33, 0.17], [7.78, 5.52, 2.37], [9.24, 6.45, 2.93], [9.29, 4.69, 2.95], [9.41, 4.36, -0.79], [7.80, 4.26, 0.04], [9.25, 3.46, 0.72]]}

=====

[2]
{"formula": "C20H45N2O6", "method": "ωB97M-V/def2-TZVPD", "charge": 1, "e_above_lowest_ev": 0.000, "species": ["C", "C", "N", "C", "C", "C", "N", "C", "C", "C", "H", "H", "H", "H", "H", "H", "H", "H", "H", "H", "H", "H", "H", "H", "H", "H", "H", "C", "O", "C", "C", "O", "C", "C", "O", "C", "H", "H", "H", "H", "H", "H", "H", "H", "H", "H", "H", "H", "H", "H", "C", "O", "C", "C", "O", "C", "C", "O", "C", "H", "H", "H", "H", "H", "H", "H", "H", "H", "H", "H", "H", "H", "H"], "xyz": [[2.13, 0.66, -0.79], [1.83, 0.26, -2.24], [0.39, 0.23, -2.52], [-0.24, 1.38, -3.16], [-1.77, 1.15, -3.16], [-2.38, 2.27, -2.31], [-1.22, 3.13, -2.03], [-0.07, 2.71, -2.44], [1.14, 3.56, -2.26], [2.10, 3.64, -3.47], [3.05, 1.23, -0.70], [1.31, 1.26, -0.38], [2.22, -0.20, -0.14], [2.20, -0.75, -2.41], [2.36, 0.89, -2.95], [0.16, -0.57, -3.09], [0.14, 1.57, -4.18], [-2.18, 1.10, -4.16], [-1.95, 0.22, -2.63], [-2.78, 1.91, -1.37], [-3.14, 2.88, -2.79], [-1.32, 4.02, -1.56], [0.80, 4.56, -1.99], [1.65, 3.18, -1.38], [1.70, 3.13, -4.35], [2.26, 4.68, -3.74], [3.07, 3.20, -3.24], [5.78, 0.53, 5.11], [4.90, 1.46, 4.53], [5.36, 1.96, 3.29], [4.23, 2.59, 2.52], [3.32, 1.65, 1.95], [2.36, 1.08, 2.83], [1.18, 1.99, 3.12], [1.54, 3.01, 4.01], [0.63, 4.09, 4.02], [6.75, 0.98, 5.37], [5.31, 0.17, 6.03], [5.97, -0.32, 4.44], [5.81, 1.15, 2.70], [6.14, 2.72, 3.45], [4.67, 3.10, 1.66], [3.71, 3.31, 3.14], [2.81, 0.75, 3.76], [1.96, 0.21, 2.30], [0.37, 1.37, 3.54], [0.81, 2.42, 2.17], [0.52, 4.52, 3.02], [1.02, 4.84, 4.70], [-0.37, 3.78, 4.37], [-5.62, -7.22, -0.30], [-4.72, -6.14, -0.16], [-3.44, -6.43, -0.67], [-2.67, -5.15, -0.91], [-3.12, -4.42, -2.04], [-4.23, -3.57, -1.83], [-3.84, -2.19, -1.34], [-3.47, -2.22, 0.02], [-2.56, -1.21, 0.37], [-5.31, -8.09, 0.27], [-6.59, -6.88, 0.07], [-5.72, -7.51, -1.35], [-3.52, -6.99, -1.61], [-2.87, -7.05, 0.04], [-1.63, -5.43, -1.14], [-2.68, -4.54, -0.01], [-4.96, -4.02, -1.16], [-4.70, -3.44, -2.81], [-4.69, -1.51, -1.48], [-3.00, -1.83, -1.95], [-1.65, -1.27, -0.25], [-2.28, -1.36, 1.41], [-3.00, -0.21, 0.26]]}

=====

[3]
{"formula": "C20H45NO11P2", "method": "ωB97M-V/def2-TZVPD", "species": ["N", "C", "C", "C", "C", "C", "C", "C", "O", "C", "O", "O", "H", "H", "H", "H", "H", "H", "H", "H", "H", "H", "H", "H", "H", "H", "H", "C", "C", "O", "P", "O", "O", "C", "C", "O", "C", "C", "H", "H", "H", "H", "H", "H", "H", "H", "H", "H", "H", "H", "H", "H", "H", "C", "C", "O", "P", "O", "O", "C", "C", "O", "C", "C", "H", "H", "H", "H", "H", "H", "H", "H", "H", "H", "H", "H", "H", "H", "H"], "xyz": [[-2.52, 5.73, -3.04], [-1.63, 6.43, -3.97], [-0.13, 6.55, -3.52], [0.18, 6.22, -2.02], [1.16, 5.01, -1.94], [0.48, 3.60, -2.02], [0.87, 2.77, -3.28], [0.04, 3.03, -4.59], [-0.99, 2.03, -4.65], [-1.02, 1.51, -3.38], [-1.92, 1.20, -2.72], [0.31, 1.47, -2.96], [-3.34, 5.45, -3.57], [-2.10, 4.89, -2.65], [-2.00, 7.43, -4.26], [-1.62, 5.84, -4.93], [0.18, 7.60, -3.70], [0.49, 5.93, -4.18], [-0.71, 6.12, -1.36], [0.75, 7.08, -1.62], [1.72, 5.06, -0.98], [1.93, 5.12, -2.73], [0.85, 3.01, -1.16], [-0.62, 3.68, -1.89], [1.94, 2.75, -3.55], [-0.32, 4.06, -4.76], [0.69, 2.79, -5.46], [-3.60, -6.47, 0.39], [-2.14, -6.08, 0.24], [-1.98, -4.94, -0.61], [-2.39, -3.46, -0.02], [-1.22, -3.21, 0.90], [-1.87, -2.49, -1.25], [-0.97, -1.40, -1.03], [0.44, -1.81, -1.39], [-3.90, -3.52, -0.70], [-4.19, -3.26, -2.08], [-3.54, -4.21, -3.05], [-4.16, -5.70, 0.93], [-3.69, -7.40, 0.94], [-4.07, -6.58, -0.58], [-1.69, -5.88, 1.22], [-1.59, -6.90, -0.22], [-1.04, -1.04, 0.00], [-1.29, -0.58, -1.67], [0.74, -2.72, -0.87], [1.15, -1.02, -1.14], [0.51, -2.02, -2.46], [-3.97, -2.22, -2.32], [-5.28, -3.36, -2.17], [-2.46, -4.09, -3.09], [-3.93, -4.03, -4.06], [-3.75, -5.25, -2.78], [-0.57, -1.34, 3.56], [0.43, -0.37, 2.94], [1.66, -0.34, 3.68], [2.69, -1.61, 3.52], [3.24, -1.34, 2.14], [4.00, -1.07, 4.37], [5.30, -1.03, 3.79], [5.63, 0.37, 3.31], [2.11, -2.34, 4.90], [2.47, -1.97, 6.23], [2.08, -0.57, 6.63], [-0.22, -2.37, 3.47], [-1.53, -1.26, 3.06], [-0.70, -1.13, 4.62], [0.63, -0.63, 1.90], [0.02, 0.64, 2.96], [5.40, -1.76, 2.99], [6.01, -1.32, 4.57], [4.86, 0.75, 2.64], [6.59, 0.39, 2.79], [5.67, 1.06, 4.16], [3.53, -2.16, 6.41], [1.93, -2.67, 6.88], [2.66, 0.18, 6.09], [2.26, -0.42, 7.70], [1.03, -0.38, 6.42]]}

=====

no.,HOMO energy (eV),Kohn-Sham gap (eV)
1,-10.32,3.273
2,-11.09,7.400
3,-9.36,8.754